Record 1
Density functional theory data (ωB97M-V with the def2-TZVPD basis set) for a molecular structure, C34H45ClO6P2RbSi in a non-equilibrium geometry.

```
90
Properties=species:S:1:pos:R:3:forces:R:3:lowdin_charge:R:1
Rb 12.40420 11.74666 10.08775 0.14 0.50 -0.32 0.655
Cl 14.81862 10.56723 8.06059 1.13 1.51 4.00 0.678
P 12.69467 14.77376 12.63084 -0.76 -0.65 -1.36 1.024
P 15.06598 11.41700 12.57619 0.55 0.46 -0.24 1.068
Si 10.07665 15.20693 7.11796 0.91 0.28 2.04 0.409
O 10.33038 10.28122 10.79862 -1.88 -1.08 0.57 -0.360
O 14.54596 9.66332 9.26252 0.20 1.58 -2.17 -0.442
O 13.93483 10.24814 7.01080 -0.14 -0.35 -0.97 -0.326
O 16.22499 10.47678 7.72228 -0.93 -0.46 -0.34 -0.342
O 14.58404 11.99923 8.50797 0.25 -2.34 -0.81 -0.528
O 10.84807 9.92608 8.12168 -0.88 -0.51 0.11 -0.251
C 9.12280 13.44376 14.18581 -0.67 -0.19 -0.02 -0.107
C 9.47849 9.73191 8.65431 1.10 1.23 -1.30 -0.172
C 13.42745 17.41180 11.91326 -0.85 -1.82 0.84 -0.072
C 13.59136 9.98031 14.34573 0.95 -1.17 1.94 -0.115
C 12.31751 17.10912 14.07818 0.61 -0.04 -0.67 -0.094
C 14.73092 7.51213 13.87524 0.28 -0.43 -0.99 -0.108
C 17.09539 10.89222 10.75591 -0.39 -0.32 -0.21 -0.089
C 8.62650 15.17349 12.56134 -0.04 -1.17 0.73 -0.069
C 15.05564 13.96258 14.00018 0.36 0.88 -0.44 -0.304
C 13.50206 14.10229 14.11297 -0.17 -0.79 1.92 -0.388
C 15.07019 8.56686 13.05203 -0.72 1.45 0.87 -0.053
C 14.63098 9.88060 13.40974 -1.52 -1.24 -0.24 -0.375
C 12.64868 18.43291 14.35353 -0.93 -0.20 0.65 -0.096
C 13.33516 8.91138 15.25366 0.29 -0.08 -2.25 -0.067
C 15.49828 12.50041 14.04845 -0.79 0.17 0.87 -0.364
C 9.56057 9.30320 10.07993 0.11 -0.97 0.17 -0.218
C 18.98155 10.25248 12.76552 -0.22 -0.69 -0.55 -0.093
C 10.90423 14.55217 13.02413 0.34 -0.24 -0.76 -0.380
C 10.48010 13.62021 13.96078 0.46 0.25 0.54 -0.137
C 9.96439 15.26207 12.23878 0.54 -0.21 0.21 -0.080
C 10.59549 16.84849 6.21698 -0.20 -0.41 -0.29 -0.331
C 8.18025 14.20235 13.48736 1.34 0.57 -0.19 -0.076
C 19.30157 10.10854 11.40707 -1.02 0.58 -0.47 -0.085
C 12.74553 16.56143 12.85093 0.94 1.79 0.39 -0.376
C 16.74918 10.90138 12.10276 0.39 0.60 0.16 -0.388
C 11.07183 9.45063 6.77851 -1.37 -0.61 -0.30 -0.097
C 8.34256 15.05800 6.42341 -1.62 0.41 -0.21 -0.357
C 18.35466 10.43148 10.40829 1.53 -0.25 -0.18 -0.064
C 13.88704 7.65562 14.94738 -0.23 0.49 1.82 -0.110
C 10.94038 13.73581 6.20760 -0.46 0.33 0.39 -0.309
C 13.21289 19.24892 13.38691 -0.17 -0.50 0.26 -0.101
C 10.22448 10.23385 12.24171 0.47 0.13 -1.01 -0.073
C 17.68141 10.58650 13.11613 -0.71 0.05 -0.15 -0.110
C 13.60455 18.76053 12.14881 0.30 -0.44 0.68 -0.082
H 9.97840 8.27504 10.09030 0.70 0.56 0.29 0.135
H 10.58743 12.80804 6.65312 0.15 -0.18 0.36 -0.017
H 12.01289 13.70914 6.10138 0.46 0.07 0.25 0.002
H 8.33011 14.40138 5.54271 -0.18 0.17 -0.18 -0.002
H 8.98133 8.96669 8.06884 -0.18 -0.23 -0.11 0.116
H 19.72113 9.95548 13.49262 0.02 0.13 0.28 0.091
H 12.66238 9.06867 16.07172 -0.26 -0.09 0.32 0.088
H 16.35507 11.14138 9.97796 0.65 -0.01 0.71 0.061
H 13.09947 13.03935 14.31267 0.54 1.60 -0.58 0.055
H 9.70845 17.48011 6.02476 0.38 -0.18 0.16 -0.009
H 10.28542 15.81333 11.34416 -0.08 0.11 0.59 0.104
H 11.00142 8.32240 6.67246 -0.26 1.07 0.43 0.102
H 15.61377 14.50193 14.80519 -0.77 -0.36 -0.31 0.112
H 11.38743 17.44671 6.67003 -0.07 -0.11 0.06 -0.020
H 8.53249 9.06343 10.43901 0.35 1.07 0.27 0.134
H 16.54829 12.48730 14.26866 0.62 -0.15 -0.27 0.057
H 13.13435 10.93165 14.58982 0.04 0.12 -0.19 0.073
H 8.89365 10.68586 8.56089 0.64 -0.64 -0.03 0.146
H 7.12916 14.06539 13.61701 -0.48 -0.06 0.31 0.087
H 10.94880 16.46202 5.26255 0.21 0.32 -0.56 -0.012
H 7.55774 14.69312 7.11320 0.51 -0.09 -0.17 -0.012
H 18.67344 10.33521 9.34782 -0.52 0.11 0.83 0.116
H 9.19964 10.18417 12.62968 0.03 -0.05 -0.38 0.093
H 10.51615 13.71499 5.23416 -0.34 0.00 -1.49 -0.025
H 10.80593 9.36544 12.57329 -0.05 0.28 0.39 0.094
H 7.97643 16.08251 6.15286 0.27 -0.74 -0.11 0.003
H 11.79435 16.47098 14.80191 0.26 0.37 -0.21 0.107
H 14.21481 19.35326 11.49184 -0.22 0.26 -0.37 0.100
H 15.03556 12.10997 14.96733 0.02 -0.29 -0.29 0.082
H 11.23238 13.07436 14.56857 -0.85 0.35 -0.46 0.090
H 8.81861 12.71023 14.93066 -0.14 0.09 -0.19 0.098
H 12.42072 18.84771 15.35098 0.03 -0.15 -0.66 0.106
H 13.81412 16.89398 11.04457 0.03 0.32 -0.24 0.098
H 13.33102 20.25830 13.68020 0.43 1.00 -0.09 0.086
H 15.58582 8.37390 12.13609 0.71 0.20 -0.23 0.109
H 10.64684 11.20296 12.54842 0.02 -0.53 0.31 0.065
H 12.05597 9.69657 6.42376 0.25 0.36 0.47 0.042
H 7.90839 15.81835 12.11212 -0.40 0.19 -0.64 0.095
H 17.27832 10.58252 14.15415 0.85 -0.07 -0.76 0.113
H 15.47205 14.44286 13.08068 -0.61 -0.28 0.37 0.103
H 20.27313 9.75248 11.09248 0.10 0.04 0.14 0.091
H 15.14715 6.54046 13.62760 -0.17 -0.03 0.08 0.105
H 13.75932 6.80681 15.63124 -0.18 0.37 -0.32 0.102
H 13.14534 14.68696 15.02467 0.74 -0.64 -0.94 0.097
H 10.35700 9.93615 6.07609 0.22 -0.38 0.42 0.096
```
Forces are in eV/Å.

Its net charge is -1. The calculation puts the energy above the lowest of the compared OMol25 structures with the same formula, charge and spin at 7.9 kcal per mole.

---

Record 2
Density functional theory data (ωB97M-V with the def2-TZVPD basis set) for a molecular structure, C6H18FO6Sr in a non-equilibrium geometry.

```
32
Properties=species:S:1:pos:R:3:forces:R:3:lowdin_charge:R:1
Sr -1.83698 -17.26859 24.44498 -0.60 1.36 -1.98 1.770
F -2.54284 -16.47700 22.26805 0.41 -0.86 1.66 -0.604
O -1.13888 -13.71190 22.53272 -0.08 0.08 0.56 -0.092
O -4.15416 -17.99814 20.07836 -0.09 -0.59 0.04 -0.081
O -4.21178 -16.86452 25.11977 -0.26 0.75 0.06 -0.195
O -4.46381 -14.83636 20.90653 -0.19 0.34 0.42 -0.106
O -2.16039 -14.74508 25.15171 -0.24 -0.55 0.00 -0.172
O -0.82559 -15.31623 20.14696 0.38 0.08 -0.06 -0.064
C -5.24868 -15.80902 20.22692 0.45 -0.03 -0.27 -0.225
C -1.29160 -13.98307 20.11871 -1.08 -0.01 0.28 -0.254
C -4.40277 -16.77800 19.39908 -0.19 0.07 0.41 -0.228
C -0.79997 -13.14735 21.27294 0.61 0.63 -0.40 -0.236
C -4.44932 -15.43420 24.96967 -0.23 1.15 -1.09 -0.202
C -3.46639 -14.63127 25.76661 0.51 -0.71 1.13 -0.192
H -2.07942 -13.59269 22.69757 -0.05 -0.05 -0.28 0.069
H 0.28516 -13.02280 21.28773 0.04 -0.45 -0.09 0.123
H -1.15233 -12.11543 21.13431 -0.38 -0.15 0.29 0.124
H -1.10335 -13.45862 19.18001 0.54 -0.41 -0.10 0.128
H -3.46798 -16.28796 19.11229 -0.03 0.03 -0.09 0.119
H -3.38975 -15.08879 26.76226 -0.08 0.16 0.03 0.131
H -4.35568 -15.13601 23.91684 0.21 -0.40 -0.03 0.121
H -5.07779 -17.24780 24.93547 0.22 -0.52 0.00 0.120
H -2.38818 -14.04003 20.17122 0.02 0.32 0.07 0.099
H -3.73969 -13.59337 25.93614 -0.21 0.04 -0.46 0.146
H -1.63620 -13.94780 25.28741 0.06 -0.02 -0.15 0.113
H -1.28452 -15.72193 20.89817 0.02 -0.10 -0.11 0.030
H -5.90025 -15.24139 19.56293 -0.07 0.01 0.10 0.118
H -3.58362 -17.88683 20.84545 0.14 0.58 -0.15 0.041
H -5.85312 -16.39876 20.92475 -0.11 0.06 -0.05 0.116
H -4.96164 -17.05403 18.50571 0.10 -0.06 -0.05 0.120
H -5.47910 -15.15793 25.19780 0.05 -0.33 0.57 0.147
H -3.87583 -15.26218 21.54392 0.13 -0.44 -0.22 0.014
```
Forces are in eV/Å.

Its net charge is +1. The calculation puts the energy above the lowest of the compared OMol25 structures with the same formula, charge and spin at 57.1 kcal per mole.

---

Record 3
Density functional theory data (ωB97M-V with the def2-TZVPD basis set) for 7 unconnected molecules or ions with the total composition C36H83NO21S6 in a non-equilibrium geometry.

```
147
Properties=species:S:1:pos:R:3:forces:R:3:lowdin_charge:R:1
S 0.40655 -5.03912 5.52210 0.37 -0.20 0.40 0.579
S -6.10726 -0.87985 -5.87691 -0.08 0.45 -0.03 0.563
S 1.14091 6.33108 0.98873 -0.39 -0.14 -0.20 0.563
S -3.29776 -4.09484 8.77985 -0.40 -0.20 -0.17 0.566
S 6.62444 7.94778 -4.34065 0.37 -0.36 0.34 0.561
S 3.20679 3.20087 -4.10156 0.40 0.23 0.37 0.562
O 7.02214 8.57570 -5.56294 -0.23 0.16 -0.08 -0.272
O -0.24696 5.92112 1.65122 0.02 -0.06 -0.09 -0.264
O 1.24534 7.75631 0.97182 0.23 0.05 0.11 -0.272
O 5.25017 7.90899 -3.94594 -0.15 0.11 -0.24 -0.277
O -3.10135 -2.67850 8.71032 0.19 0.04 0.05 -0.279
O 3.54668 2.32849 -5.18282 -0.28 -0.04 -0.14 -0.268
O 2.17830 5.52793 1.56297 0.13 0.13 0.11 -0.281
O -2.31184 -4.92456 9.40591 0.15 0.14 0.10 -0.278
O 1.87586 3.23538 -3.57311 -0.16 -0.16 -0.15 -0.285
O 0.84364 -4.40997 4.31437 -0.17 0.13 -0.13 -0.272
O -5.36579 0.18881 -6.79195 -0.07 0.04 0.09 -0.263
O 2.28788 -0.07541 -1.79495 -0.74 -0.19 0.25 -0.149
O -6.90467 -1.73426 -6.69877 0.03 -0.19 0.04 -0.270
O 2.85048 -5.41302 -1.75115 -0.66 -0.04 0.47 -0.033
O -5.16034 -1.43455 -4.95872 0.05 -0.21 -0.01 -0.278
O 3.64735 4.68230 -4.47144 0.19 -0.08 0.05 -0.272
O -0.98102 -5.01975 5.88081 0.12 0.01 -0.32 -0.287
O -4.70893 -4.38613 9.46325 0.02 -0.05 -0.11 -0.264
O 7.49080 8.54307 -3.14910 0.02 -0.09 -0.06 -0.262
O 2.48975 -7.62618 -2.08601 -0.01 1.12 0.52 0.115
O 1.26364 -4.49141 6.73483 0.03 -0.12 -0.08 -0.253
N 1.24982 -3.15162 -0.82805 0.11 0.88 0.08 -0.007
C -4.46028 -1.06523 -8.70332 -0.21 -0.13 0.08 -0.073
C 7.27383 6.31257 -4.28966 0.06 -0.05 0.03 -0.116
C 4.33165 2.94944 -2.77404 0.06 0.01 0.05 -0.107
C 2.10008 -2.50128 -1.84691 -0.50 -0.50 -0.61 -0.277
C 0.62446 -2.23820 0.12969 0.00 -0.56 1.00 -0.217
C -4.16432 -0.23098 -7.47329 0.43 -0.18 -0.35 -0.251
C 2.25293 -3.46360 -3.06084 0.00 -0.14 0.61 -0.119
C -2.34094 -1.85839 1.16454 -0.18 0.10 -0.37 -0.213
C 3.19453 5.23985 -5.72264 -0.33 0.36 -0.46 -0.248
C 2.42961 1.43715 0.00197 0.62 -0.52 0.22 -0.126
C 1.35267 -3.05840 6.91396 -0.07 0.64 0.16 -0.238
C -7.15856 0.24885 -5.02996 -0.01 0.07 0.03 -0.121
C -0.47849 7.31526 3.66261 0.14 0.13 -0.16 -0.073
C -1.59470 -3.15747 0.88417 -0.05 0.00 0.38 -0.218
C 2.47919 -6.66573 -1.34571 -0.06 -1.27 -0.60 -0.515
C -4.56237 -4.82680 -1.17733 -0.02 0.13 -0.34 -0.099
C 0.10583 -2.48015 7.55198 -0.13 -0.21 -0.10 -0.069
C 0.78742 5.76172 -0.63217 -0.06 -0.15 -0.16 -0.118
C -0.32743 5.91953 3.09154 -0.07 0.08 0.56 -0.252
C 1.56034 -1.15974 -2.35962 0.80 -0.06 -0.37 -0.156
C 6.27003 10.51748 -2.33770 -0.17 -0.17 -0.10 -0.071
C -4.78380 -4.31359 10.90034 -0.05 0.11 0.53 -0.256
C 3.52360 0.75299 0.48757 -0.26 0.37 -0.22 0.006
C -0.10024 -3.08752 1.20299 -0.44 0.21 -0.94 -0.167
C 1.52539 0.84230 -1.03823 1.51 1.55 -1.36 -0.242
C -4.84968 -3.69164 -2.16756 -0.75 0.33 0.39 -0.260
C -4.84635 -2.88539 11.40467 0.15 0.11 -0.15 -0.074
C -3.79373 -1.89635 0.66306 0.87 0.21 -0.06 -0.207
C 0.98657 -6.69815 5.57512 0.01 -0.07 0.01 -0.114
C 7.52482 9.97846 -2.99465 -0.06 0.58 0.13 -0.249
C 1.75137 5.69637 -5.64778 -0.13 -0.19 0.13 -0.068
C -5.15145 -2.35489 -1.46627 1.18 -0.07 -0.26 -0.207
C 2.02455 -6.75579 0.08511 0.50 0.27 0.13 0.016
C -3.85082 -1.75634 -0.86348 -0.80 -0.34 0.25 -0.199
C -3.67536 -4.70931 7.18165 -0.07 0.07 -0.11 -0.119
C 1.94978 -4.90909 -2.75987 0.41 -0.30 -1.22 -0.193
H -3.94669 -4.85626 11.34219 0.07 0.00 -0.14 0.113
H -2.28864 -1.63898 2.23214 -0.06 -0.03 0.10 0.112
H -3.51178 -0.76137 -6.77835 -0.13 -0.01 0.10 0.114
H -3.54207 -1.24316 -9.26329 0.03 0.06 0.02 0.081
H -4.33056 -1.05930 1.10847 -0.29 -0.13 0.12 0.109
H 1.11990 1.61848 -1.70079 -0.19 -0.08 -0.08 0.106
H 0.43294 -7.25779 4.82441 -0.03 0.05 -0.02 0.078
H 3.10327 -2.31487 -1.46010 0.02 0.21 0.14 0.147
H 2.59582 -6.05948 0.69679 -0.04 0.03 0.09 0.084
H 1.75452 -1.13035 -3.43227 -0.01 0.12 -0.09 0.120
H -4.01474 -3.55187 -2.85168 0.04 -0.01 -0.11 0.101
H 6.05901 9.97983 -1.41367 0.05 0.04 0.04 0.086
H 6.72639 5.72553 -5.02425 -0.04 0.04 -0.01 0.072
H 0.79461 -7.10263 6.56531 -0.02 0.02 0.01 0.078
H -2.80051 -4.52076 6.55787 -0.19 -0.03 0.17 0.032
H -1.85925 -1.01909 0.65299 0.15 0.07 0.07 0.102
H -3.90896 -2.36123 11.22364 0.01 -0.02 0.01 0.070
H 0.26453 -1.43035 7.79819 0.06 0.00 0.00 0.087
H 5.34512 2.97354 -3.16519 0.00 -0.01 -0.02 0.074
H -6.54514 0.92616 -4.44252 0.02 -0.01 -0.01 0.075
H 2.15017 -7.76577 0.45722 -0.01 -0.12 -0.05 0.084
H -5.05937 -4.66392 -0.22281 -0.06 0.04 0.07 0.064
H -5.69466 -4.84512 11.16947 -0.03 -0.06 -0.21 0.120
H 2.21250 -2.90424 7.56246 0.05 -0.24 -0.01 0.122
H 8.33022 6.34712 -4.54003 0.00 0.02 -0.01 0.076
H 1.48305 6.23936 -6.55406 0.07 0.03 -0.01 0.082
H 1.89174 -3.69735 -0.26626 -0.10 -0.39 -0.12 0.098
H 2.04864 -6.70317 5.34786 0.00 0.02 0.00 0.076
H -3.01319 -2.28524 -1.31580 0.19 0.13 -0.04 0.093
H -7.75063 0.79104 -5.76201 0.00 -0.02 -0.02 0.075
H -2.08277 -3.93393 1.47964 0.08 -0.14 0.03 0.115
H 0.90634 -5.06558 -2.49570 0.02 0.11 0.49 0.126
H -3.49314 -4.90275 -0.99329 0.06 -0.17 0.14 0.059
H 6.39224 11.57711 -2.11303 0.07 -0.01 0.01 0.082
H 1.07375 4.84940 -5.54378 0.01 0.00 -0.03 0.071
H -4.93439 -5.77099 -1.56911 0.21 -0.17 -0.01 0.066
H 3.34258 4.52627 -6.53481 0.05 -0.16 0.16 0.117
H 7.12016 5.90748 -3.29306 -0.03 0.02 0.01 0.075
H 0.28889 -4.09983 1.10404 0.22 -0.06 0.50 0.092
H -3.86959 -5.77595 7.25044 0.02 0.00 0.03 0.081
H -5.63471 -2.33285 10.89397 -0.06 -0.03 0.04 0.084
H -5.17762 -0.55740 -9.34762 0.06 0.05 -0.03 0.084
H 0.97314 -6.48305 0.16158 -0.08 0.10 -0.14 0.088
H 5.40332 10.40431 -2.98757 0.01 0.02 -0.01 0.072
H -1.69923 -3.46102 -0.15875 -0.05 0.04 -0.11 0.098
H -0.15095 -3.02303 8.46110 0.03 0.04 0.04 0.079
H 3.83954 6.09560 -5.91357 0.14 -0.06 0.23 0.114
H 4.10698 1.97153 -2.34886 -0.07 -0.01 -0.05 0.059
H 0.66164 4.68264 -0.60090 0.00 0.00 -0.03 0.067
H -5.04190 -2.87567 12.47730 -0.04 -0.06 0.00 0.080
H 3.59083 0.41113 1.51728 0.83 1.79 0.59 0.051
H -1.20364 5.32015 3.33080 -0.02 -0.05 -0.21 0.121
H -0.75081 -2.54405 6.88236 0.01 0.04 -0.01 0.069
H -0.67513 7.26125 4.73357 -0.03 -0.06 -0.01 0.081
H 0.48298 -1.05173 -2.23989 -0.07 -0.01 0.17 0.128
H -7.80496 -0.33906 -4.38220 0.02 -0.06 -0.02 0.077
H 1.35558 -1.59754 0.63986 0.05 0.24 -0.23 0.119
H 0.05068 -2.68859 2.20221 0.16 -0.16 0.14 0.101
H 1.58097 -3.18737 -3.87444 -0.10 0.09 -0.01 0.117
H -5.85943 -2.52548 -0.65648 -0.32 0.12 -0.10 0.103
H 0.54126 5.40877 3.50958 0.07 0.01 -0.15 0.114
H -1.29911 7.84187 3.17598 -0.05 -0.04 0.04 0.084
H 2.11070 -5.48619 -3.67364 0.08 -0.07 -0.01 0.124
H -4.23923 -2.83688 0.98458 -0.22 0.00 0.04 0.096
H -4.54386 -4.17787 6.80038 -0.01 0.02 0.06 0.079
H 3.27083 -3.39481 -3.44352 0.04 0.08 -0.11 0.124
H -5.55597 -1.66738 -2.20603 -0.23 0.05 0.06 0.082
H 0.42482 7.90448 3.51057 0.01 -0.02 0.01 0.072
H -0.11551 6.24836 -0.99042 0.00 0.03 0.03 0.078
H -3.76813 -0.70085 -1.11918 0.14 0.07 -0.06 0.107
H 1.57487 -2.58031 5.95872 -0.03 -0.16 -0.08 0.114
H 7.70403 10.44974 -3.96203 -0.03 -0.15 -0.07 0.114
H 4.17962 3.72855 -2.03115 -0.02 -0.01 0.00 0.078
H 1.60127 6.34572 -4.78547 0.05 0.08 -0.05 0.083
H 1.63021 6.02524 -1.26795 0.04 0.03 0.06 0.077
H -5.72060 -3.92355 -2.78133 0.00 -0.23 -0.06 0.099
H -3.65767 0.68912 -7.75741 -0.16 0.12 0.11 0.121
H 2.23833 2.45320 0.34905 -1.34 -0.66 1.34 0.093
H -0.13449 -1.62342 -0.34294 0.16 0.15 -0.26 0.081
H -4.88790 -2.02993 -8.43341 0.02 0.00 0.01 0.072
H 0.68870 0.39626 -0.49652 0.07 -0.21 0.10 0.110
H 8.39173 10.18017 -2.36881 0.05 -0.22 -0.01 0.121
H 4.38376 0.53344 -0.13820 -0.81 -1.82 -0.55 0.053
```
Forces are in eV/Å.

Its net charge is 0. Its SMILES is C=CCOC[C@H](CCOC(C)=O)NCCCCCCCCC.CCOS(C)(=O)=O.CCOS(C)(=O)=O.CCOS(C)(=O)=O.CCOS(C)(=O)=O.CCOS(C)(=O)=O.CCOS(C)(=O)=O.

---

Which gap between HOMO and LUMO belongs to each record? In order, 0.1227 0.2500 0.2993 hartree.